A cluster of 2 separate species, C2H4N2O3 in total at a distorted geometry, computed with wB97M-V/def2-TZVPD.

Geometry (Å):
O (-2.978423, -0.674592, 1.962189)
O (-2.523391, 0.611502, 0.151469)
O (0.736271, 1.721603, -0.388616)
N (1.045286, 0.441295, -1.270199)
N (1.418728, -1.130516, 0.263631)
C (-2.717394, -0.046311, 1.047429)
C (1.359714, -0.722163, -0.958055)
H (0.852518, 0.763331, -2.166457)
H (1.589873, -2.116030, 0.601890)
H (-0.168907, 1.502543, -0.177791)
H (1.385726, -0.350661, 0.934509)

Forces on atoms 1 to 2 (eV/Å):
-0.2 -1.4 1.7
1.0 2.1 -3.1

ΔE to the lowest compared entry with this formula, charge and spin   347.05 kJ/mol
Total charge   0
Largest force on an atom   3.88 eV/Å
Calculated total energy   -413.759514 Eh

These are the natural (NBO) partial charges, in e, on atoms 1 to 2:
1 O -0.51
2 O -0.52